{
  "formula": "CH4BNO2",
  "method": "the ωB97M-V functional and the def2-TZVPD basis",
  "symbols": ["O", "O", "N", "C", "B", "H", "H", "H", "H"],
  "xyz": [[1.9361, -0.3073, 0.3432], [0.0007, -0.8618, -0.6937], [0.8950, 0.1069, -0.2044], [0.6008, 1.3488, -0.3468], [-0.8787, -1.4590, 0.1848], [-1.2510, 2.3127, -0.3707], [-1.5173, -2.3651, -0.1359], [-1.1112, -0.9724, 1.2610], [1.3258, 2.1972, -0.0375]],
  "atomic_forces_ev_per_a": [[-0.5, -0.3, -0.6], [-0.2, -0.7, -0.1], [0.2, 0.9, 1.1], [-0.9, 2.7, 0.5], [0.2, 1.4, 0.8], [2.2, -1.5, -0.2], [-0.1, -0.7, -0.8], [0.5, 0.0, -0.2], [-1.4, -1.9, -0.5]],
  "mulliken_charge": [-0.58, -0.34, 0.59, -0.37, 0.31, 0.15, -0.04, -0.05, 0.33],
  "e_homo_ev": [-9.60, -9.77],
  "relative_energy_ev": 6.225
}

---

{
  "formula": "CH4BNO3",
  "method": "the ωB97M-V functional and the def2-TZVPD basis",
  "symbols": ["O", "O", "O", "N", "C", "B", "H", "H", "H", "H"],
  "xyz": [[-0.7295, 1.4680, -0.9588], [-0.4915, -0.9168, -1.3809], [2.4226, 0.7105, -0.7399], [1.2692, -0.5092, 1.2308], [1.3631, 0.2931, -0.3693], [-0.0648, 0.3194, -0.8341], [-1.3177, -1.1074, -1.9174], [1.0271, -1.4626, 1.0149], [2.1876, -0.4341, 1.5686], [-1.5052, 1.4784, -1.4198]],
  "atomic_forces_ev_per_a": [[3.0, 0.9, 2.2], [-0.6, 0.3, 0.0], [-1.7, -0.5, 0.3], [-1.5, 2.2, -3.9], [3.6, -1.3, 4.4], [-2.7, -1.9, -3.0], [1.5, 1.0, 1.3], [0.1, -0.4, 0.0], [1.6, -0.1, 0.5], [-3.2, -0.1, -1.8]],
  "mulliken_charge": [-0.46, -0.59, -0.42, -0.69, 0.60, 0.48, 0.31, 0.23, 0.25, 0.28],
  "e_homo_ev": -9.37,
  "smiles": "NC(=O)B(O)O",
  "relative_energy_ev": 2.217
}

---

{
  "formula": "CH4Br2Si",
  "method": "the ωB97M-V functional and the def2-TZVPD basis",
  "symbols": ["Br", "Br", "Si", "C", "H", "H", "H", "H"],
  "xyz": [[2.4271, -0.0306, -0.0416], [-2.7633, -0.0889, -0.0421], [-0.5749, 0.3042, -0.1083], [0.7966, -0.8851, 0.5456], [-0.2743, 0.1348, -1.5048], [1.0211, -1.0299, 1.6444], [-0.4628, 1.2912, 0.9635], [0.7039, -1.8537, 0.1648]],
  "atomic_forces_ev_per_a": [[0.2, 0.1, -0.4], [-0.1, -0.3, 0.1], [0.6, -1.2, 1.6], [-0.4, 0.7, 2.2], [0.2, 0.9, -0.7], [-0.9, 0.4, -1.1], [0.2, 0.9, -0.6], [0.2, -1.5, -1.0]],
  "mulliken_charge": [-0.13, -0.24, 0.49, -0.61, -0.07, 0.30, -0.07, 0.33],
  "e_homo_ev": -10.21,
  "relative_energy_ev": 1.383
}

---

{
  "formula": "CH4BrP",
  "method": "the ωB97M-V functional and the def2-TZVPD basis",
  "symbols": ["Br", "P", "C", "H", "H", "H", "H"],
  "xyz": [[2.4040, 0.2240, 0.3147], [-0.4674, -1.0744, -0.0473], [0.3978, 0.5811, -0.1761], [-1.7364, -0.7491, -0.5979], [-0.8430, -1.1700, 1.3108], [0.2204, 0.7747, -1.2704], [0.0246, 1.4138, 0.4662]],
  "atomic_forces_ev_per_a": [[-2.0, 0.6, -0.7], [0.5, -0.4, -0.1], [-0.1, -0.4, 0.0], [0.1, 0.3, 0.3], [-0.1, 0.4, 0.0], [1.0, 0.3, 1.1], [0.6, -0.7, -0.6]],
  "mulliken_charge": [-0.14, -0.07, -0.52, 0.05, 0.06, 0.28, 0.35],
  "e_homo_ev": -9.56,
  "smiles": "PCBr",
  "relative_energy_ev": 1.231
}

---

{
  "formula": "CH4CaO",
  "method": "the ωB97M-V functional and the def2-TZVPD basis",
  "symbols": ["Ca", "O", "C", "H", "H", "H", "H"],
  "xyz": [[0.5448, 1.7521, -0.1801], [2.0005, 0.5127, 0.2068], [-0.7785, -0.2456, -0.0712], [1.4381, -0.4847, 0.2630], [-0.8875, -0.6031, 0.9650], [-0.5312, -1.0211, -0.8179], [-1.7863, 0.0897, -0.3655]],
  "atomic_forces_ev_per_a": [[-0.6, -0.1, -0.1], [-0.9, -4.7, 0.5], [-1.1, 0.7, -0.4], [2.6, 4.6, -0.3], [0.2, -0.3, -0.4], [0.1, 0.0, 0.6], [-0.2, -0.2, 0.1]],
  "mulliken_charge": [1.43, -1.06, -1.74, 0.31, 0.35, 0.32, 0.39],
  "e_homo_ev": -7.29,
  "relative_energy_ev": 0.895
}

---

{
  "formula": "CH4Cl2N2",
  "method": "the ωB97M-V functional and the def2-TZVPD basis",
  "symbols": ["Cl", "Cl", "N", "N", "C", "H", "H", "H", "H"],
  "xyz": [[1.5268, 1.6539, -0.1100], [-2.6540, 0.6544, -0.1531], [-1.4372, 0.0336, 0.8421], [1.4285, -0.0967, -0.1556], [0.2760, -0.6588, -0.5595], [-0.2073, -0.2287, -1.4213], [0.1269, -1.6970, -0.3391], [-0.9222, 0.8265, 1.2253], [1.8627, -0.4873, 0.6712]],
  "atomic_forces_ev_per_a": [[-0.1, -1.2, -0.1], [-0.3, 0.4, -0.5], [2.3, -1.6, -0.7], [0.5, 0.6, 0.2], [-2.2, 1.6, 1.4], [-0.1, 0.0, -0.1], [0.2, -0.3, 0.1], [-0.2, 0.3, -0.3], [0.0, 0.2, 0.0]],
  "mulliken_charge": [-0.05, -0.12, -0.48, -0.22, -0.27, 0.30, 0.27, 0.23, 0.33],
  "e_homo_ev": [-7.93, -7.75],
  "relative_energy_ev": 2.398
}

---

{
  "formula": "CH4Cl2N4S",
  "method": "the ωB97M-V functional and the def2-TZVPD basis",
  "symbols": ["Cl", "Cl", "S", "N", "N", "N", "N", "C", "H", "H", "H", "H"],
  "xyz": [[-2.8481, -0.5803, 1.5730], [-2.3368, 0.9711, -0.3333], [2.9118, 0.0490, 1.1439], [0.0000, 1.7008, 0.3461], [0.1362, -1.7347, -1.1949], [1.2370, -1.2280, -0.5501], [-0.6999, 1.0127, -0.4845], [1.8409, -0.5795, 0.2168], [1.0228, 1.6102, 0.2365], [-0.6797, -1.0056, -0.9398], [-0.1306, -2.6979, -0.9169], [-0.4535, 2.4823, 0.9032]],
  "atomic_forces_ev_per_a": [[-0.1, -0.2, 0.3], [0.8, 0.7, 0.3], [1.4, 1.5, 1.4], [-0.8, 2.0, 1.4], [-2.5, 2.3, 0.5], [-1.0, -1.0, -0.2], [-0.3, -0.9, -1.4], [-0.6, -1.7, -1.3], [-0.8, 0.2, 0.3], [2.2, -2.4, -0.8], [0.7, 1.0, 0.3], [1.0, -1.3, -0.8]],
  "mulliken_charge": [-0.37, 0.09, -0.41, -0.14, -0.52, 0.12, -0.19, 0.29, 0.21, 0.35, 0.29, 0.28],
  "e_homo_ev": [-8.90, -8.82]
}

---

{
  "formula": "CH4Cl2O7P2Pt",
  "method": "the ωB97M-V functional and the def2-TZVPD basis",
  "symbols": ["Pt", "Cl", "Cl", "P", "P", "O", "O", "O", "O", "O", "O", "O", "C", "H", "H", "H", "H"],
  "xyz": [[-0.3750, 0.0794, -0.2133], [1.0062, 2.8194, 0.1696], [1.8430, 0.3588, -1.1284], [-2.8329, -0.6764, 1.6992], [-0.4317, -2.1260, 1.2139], [-4.2112, -1.2684, 1.1688], [-0.4057, -2.1815, -0.2989], [0.1154, -3.4650, 1.8351], [-1.9193, -2.0517, 1.7637], [-2.9333, -0.0724, 3.0275], [0.3313, -0.8834, 1.6708], [-2.2833, 0.1384, 0.5174], [2.3066, 1.6484, 0.0299], [3.1992, 2.1264, -0.3549], [2.4547, 1.1592, 0.9860], [-4.8591, -1.2811, 1.8829], [-0.3204, -3.7124, 2.6597]],
  "atomic_forces_ev_per_a": [[-0.3, -0.1, 0.1], [0.0, 0.0, 0.0], [0.0, 0.0, 0.0], [0.0, 0.2, 0.2], [0.0, 0.0, 0.1], [0.0, 0.0, 0.0], [0.0, 0.0, -0.2], [0.0, 0.0, 0.0], [0.1, 0.0, 0.0], [0.0, 0.0, -0.1], [0.1, 0.0, 0.0], [0.1, -0.1, -0.2], [0.0, 0.0, 0.1], [0.0, 0.0, 0.0], [0.0, 0.0, 0.0], [0.0, 0.0, 0.0], [0.0, 0.0, 0.0]],
  "mulliken_charge": [0.98, -0.10, -0.08, 0.92, 0.89, -0.49, -0.66, -0.49, -0.21, -0.64, -0.64, -0.54, -0.24, 0.32, 0.30, 0.33, 0.35],
  "e_homo_ev": [-9.63, -10.05],
  "multiplicity": 3,
  "s_squared": 2.006
}

---

{
  "formula": "CH4Cl2P2",
  "method": "the ωB97M-V functional and the def2-TZVPD basis",
  "symbols": ["Cl", "Cl", "P", "P", "C", "H", "H", "H", "H"],
  "xyz": [[1.8607, -0.1743, 1.1184], [1.1406, 0.2757, -1.7359], [-0.4686, -1.8093, 0.0061], [-0.5060, 1.4818, 0.2855], [0.5260, -0.0497, -0.1110], [-1.2826, 1.2978, 1.3935], [-1.5276, -1.0810, -0.5907], [-0.1363, -2.1880, -1.3331], [0.3938, 2.2471, 0.9672]],
  "atomic_forces_ev_per_a": [[0.3, 0.3, 0.2], [0.5, 0.0, -0.8], [0.4, 1.7, -0.8], [-1.5, 0.1, 0.6], [0.4, -2.7, -0.2], [-1.3, 0.0, 0.4], [-0.6, -0.1, 0.2], [0.3, -0.1, 0.4], [1.5, 0.6, 0.0]],
  "mulliken_charge": [-0.16, -0.15, 0.00, 0.07, -0.08, 0.09, 0.05, 0.08, 0.10],
  "e_homo_ev": [-4.87, -10.05],
  "relative_energy_ev": 1.841,
  "multiplicity": 3,
  "s_squared": 2.006
}

---

{
  "formula": "CH4Cl2PS",
  "method": "the ωB97M-V functional and the def2-TZVPD basis",
  "symbols": ["Cl", "Cl", "S", "P", "C", "H", "H", "H", "H"],
  "xyz": [[1.7387, 3.1397, -0.1990], [3.3150, 1.2706, 1.4687], [2.8701, 0.1785, -1.5200], [1.9026, 1.1703, 0.1271], [0.5735, -2.3510, -1.1709], [3.3817, -0.6378, -0.6695], [0.4027, -3.3648, -0.7647], [0.4084, -1.4992, -0.5060], [1.4090, -2.3945, -1.8993]],
  "atomic_forces_ev_per_a": [[-0.5, -0.3, -0.7], [0.7, -0.6, 1.1], [-1.2, 1.5, -0.9], [0.1, 0.6, -0.7], [1.7, -1.2, 0.7], [0.9, -1.2, 1.2], [-0.5, 0.8, -0.2], [-0.3, -0.2, -0.7], [-1.0, 0.7, 0.1]],
  "mulliken_charge": [-0.08, -0.06, -0.04, 0.64, -0.49, 0.27, 0.29, 0.21, 0.25],
  "e_homo_ev": [-15.01, -13.01],
  "charge": 1,
  "relative_energy_ev": 4.389
}

---

Maximum force across the listed records, respectively: 2.885; 5.838; 2.327; 2.204; 5.251; 3.067; 3.383; 0.334; 2.693; 2.179 eV Å⁻¹.